ORCA calculation (ωB97M-V with the def2-TZVPD basis set) on 2 unconnected molecules or ions with the total composition C4H6Cl2OS at a distorted geometry.

ORCA input file:
```
! RIJCOSX wB97M-V def2-TZVPD def2/J DEFGRID3
* xyz 0 1
C 0.55 -0.64 2.07
C -0.47 -1.10 -0.95
C -0.60 1.31 -0.24
C 0.21 0.19 -0.64
O 1.36 -1.22 2.71
S 1.80 0.09 -1.29
Cl -1.18 -0.99 2.34
Cl 2.64 1.70 -0.48
H 0.15 -1.54 -1.82
H -0.65 -1.75 -0.02
H -1.48 -1.00 -1.37
H -1.52 0.97 0.24
H -0.95 1.99 -0.99
H 0.15 1.96 0.43
*
```

Output
Molar mass, u: 173.1
HOMO level (alpha / beta), Ha: -0.2664 / -0.3297
DFT total energy, hartree: -1549.6901
Energy above the lowest of the compared OMol25 structures with the same formula, charge and spin, kcal/mol: 70.6